Formula: C4H6N2O2
Source: the Open Molecules 2025 dataset
Level of theory: ωB97M-V/def2-TZVPD

Charge: 0
ΔE to the lowest compared entry with this formula, charge and spin, kcal/mol: 34.0
Structure (SMILES): OC(O)n1ccnc1

```
14
Properties=species:S:1:pos:R:3:forces:R:3:nbo_charge:R:1
O -1.70945 0.25304 1.06565 3.083 0.119 0.678 -0.71
C -1.01822 0.54501 -0.10420 0.098 1.197 -0.588 0.54
O -1.53971 -0.16530 -1.16433 -0.397 -0.339 -0.837 -0.72
N 0.40962 0.23213 0.05918 -1.959 0.530 -0.082 -0.39
C 1.11652 -0.28905 1.07687 0.571 -1.027 0.481 -0.09
C 2.42318 -0.36054 0.61667 -2.671 1.510 -0.679 -0.11
N 2.48381 0.21434 -0.62693 0.348 -0.108 -0.484 -0.45
C 1.26103 0.52036 -0.92325 -0.540 1.400 -2.260 0.17
H -2.61240 0.29337 0.88249 -2.334 0.154 -0.556 0.49
H -1.10237 1.66955 -0.45639 0.090 -2.085 0.931 0.15
H -1.40214 -1.12743 -1.08808 0.138 0.524 0.306 0.49
H 0.54122 -0.65636 1.89612 0.321 -0.087 0.718 0.23
H 3.29516 -0.36486 1.13841 2.184 -1.015 1.580 0.20
H 0.82301 1.05098 -1.81315 1.068 -0.772 0.791 0.20
```
Forces are in eV/Å.



Formula: C5H10NO2
Source: the Open Molecules 2025 dataset
Level of theory: ωB97M-V/def2-TZVPD

Charge: -1
ΔE to the lowest compared entry with this formula, charge and spin, kcal/mol: 85.3
Structure (SMILES): CC(=O)N(C)CC[O-]

```
18
Properties=species:S:1:pos:R:3:forces:R:3:nbo_charge:R:1
C -2.25299 0.67115 0.34703 -0.292 -1.106 0.578 -0.73
C -0.85951 1.08189 0.68394 0.580 3.367 0.650 0.69
O -0.60552 2.23399 1.18765 -1.263 -2.961 -0.746 -0.69
N 0.09705 0.18887 0.44001 1.941 1.215 0.961 -0.45
C 1.44086 0.64554 0.85531 2.991 -0.813 0.550 -0.46
C 0.17971 -0.37892 -0.88054 -0.207 -3.529 0.257 -0.31
C 0.59673 -2.00135 -0.78346 -0.118 3.185 -0.519 0.04
O 1.36597 -2.29009 -1.76438 1.893 -1.128 -1.702 -0.92
H -2.59075 0.81997 -0.63987 0.178 0.991 -1.523 0.23
H -2.41331 -0.45781 0.35150 0.114 1.435 1.134 0.24
H -2.80470 1.36782 0.97313 -0.826 -0.781 0.295 0.24
H 2.22519 -0.08554 0.31570 -1.735 2.176 0.623 0.23
H 1.82338 0.49024 1.92934 -1.647 -0.159 -0.985 0.19
H 1.58228 1.78555 0.78023 -0.138 -1.819 -0.788 0.22
H -0.72046 -0.45370 -1.43297 -1.376 0.521 -0.116 0.18
H 0.86714 0.13838 -1.50659 0.939 0.367 -0.287 0.19
H -0.32518 -2.54848 -0.80563 -1.699 -0.595 0.383 0.06
H 0.96464 -2.03959 0.23527 0.662 -0.366 1.234 0.05
```
Forces are in eV/Å.



Formula: C5H6N2O2
Source: the Open Molecules 2025 dataset
Level of theory: ωB97M-V/def2-TZVPD

Charge: 0
ΔE to the lowest compared entry with this formula, charge and spin, kcal/mol: 20.5
Structure (SMILES): O=CNc1ccc(O)[nH]1

```
15
Properties=species:S:1:pos:R:3:forces:R:3:nbo_charge:R:1
O -3.74392 -0.31940 0.02454 -0.076 0.485 0.088 -0.59
C -2.67005 0.23422 0.14671 -0.319 -1.559 -0.188 0.53
N -1.52444 -0.49085 -0.04034 0.387 -0.444 -0.277 -0.62
C -0.21342 -0.00271 -0.11657 0.683 2.392 -0.238 0.28
C 0.25616 1.30402 -0.10633 0.162 -1.617 0.348 -0.32
C 1.69579 1.26647 0.05032 -0.142 -2.329 -1.086 -0.35
C 2.03998 -0.09105 -0.03101 -0.742 2.632 0.914 0.43
O 3.26003 -0.64376 0.14187 -0.125 -0.034 -0.143 -0.65
N 0.88660 -0.85007 -0.14749 -0.584 0.276 0.225 -0.57
H -2.56679 1.26607 0.43381 0.303 0.651 0.121 0.13
H -1.71675 -1.45727 -0.30592 0.129 0.465 -0.009 0.41
H -0.33268 2.18186 -0.18593 -0.398 0.527 0.012 0.22
H 2.37809 2.09686 0.01503 0.035 -0.011 0.103 0.23
H 3.17322 -1.58162 -0.01365 0.282 -0.496 -0.120 0.48
H 0.75009 -1.67989 0.38147 0.406 -0.939 0.250 0.40
```
Forces are in eV/Å.



Formula: C24H30N2O7
Source: the Open Molecules 2025 dataset
Level of theory: ωB97M-V/def2-TZVPD

Charge: 0
ΔE to the lowest compared entry with this formula, charge and spin, kcal/mol: 1.6
Structure (SMILES): COc1cc(C(=O)O[C@H](C)C(=O)NCC2CCCCC2)cc(NC(=O)c2ccco2)c1OC

```
63
Properties=species:S:1:pos:R:3:forces:R:3:nbo_charge:R:1
C 0.00317 -3.86537 1.47559 -0.205 -0.100 0.059 -0.25
O 1.26203 -3.38799 1.06287 0.361 0.328 -0.161 -0.51
C 1.44373 -2.03431 0.95983 0.026 0.026 -0.011 0.24
C 0.44243 -1.11575 1.23773 -0.063 0.101 0.024 -0.28
C 0.65153 0.25001 1.07313 0.372 -0.366 -0.101 -0.09
C -0.48010 1.15408 1.37041 -0.208 -0.311 0.229 0.80
O -1.46140 0.78779 1.99234 0.267 0.110 0.012 -0.65
O -0.29784 2.36321 0.86114 0.235 -0.009 -0.146 -0.49
C -1.24675 3.43464 1.00107 -0.376 0.484 0.102 0.02
C -1.59868 3.74364 2.45210 0.168 -0.208 -0.144 -0.64
C -2.49765 3.21016 0.11943 0.450 0.016 0.338 0.65
O -2.72575 3.93243 -0.82865 0.025 0.267 -0.314 -0.62
N -3.28918 2.20430 0.51905 -0.298 -0.431 0.284 -0.63
C -4.37809 1.70684 -0.28797 0.046 -0.043 -0.382 -0.22
C -4.00798 0.39369 -0.99304 -0.447 0.160 0.251 -0.22
C -5.07693 0.01652 -2.01898 0.374 0.014 -0.140 -0.40
C -4.69894 -1.27275 -2.74297 -0.312 -0.062 0.138 -0.39
C -4.50584 -2.41214 -1.74727 0.293 0.020 -0.169 -0.40
C -3.44602 -2.04057 -0.71484 -0.285 -0.077 0.162 -0.40
C -3.82979 -0.75137 0.00636 0.361 0.031 -0.233 -0.40
C 1.87804 0.72610 0.63192 -0.250 0.062 0.063 -0.25
C 2.89859 -0.17620 0.37804 -0.266 -0.219 0.136 0.19
N 4.16329 0.21580 -0.05116 0.279 -0.431 -0.082 -0.62
C 4.65267 1.47646 -0.23458 -0.073 -0.345 0.047 0.64
O 4.04014 2.50795 -0.04673 0.093 0.081 -0.042 -0.60
C 6.04988 1.47467 -0.69861 0.502 1.212 -0.199 0.15
C 6.86555 2.53494 -1.00238 -0.716 -0.579 0.258 -0.24
C 8.10109 1.98124 -1.39917 0.057 -0.591 0.000 -0.32
C 7.95119 0.62978 -1.30913 0.603 0.553 -0.217 0.11
O 6.72038 0.31055 -0.88817 -0.384 -0.296 0.133 -0.40
C 2.69999 -1.56427 0.54218 0.060 0.138 0.028 0.24
O 3.79638 -2.32416 0.23762 -0.417 0.533 -0.145 -0.52
C 3.90293 -3.66292 0.67382 0.219 -0.553 0.101 -0.24
H -0.78612 -3.57142 0.77729 0.011 0.008 0.033 0.18
H 0.09512 -4.95054 1.48086 -0.068 0.070 0.018 0.20
H -0.25007 -3.51838 2.48169 -0.002 0.005 -0.039 0.18
H -0.52917 -1.43588 1.57515 -0.078 -0.080 0.038 0.24
H -0.71180 4.28359 0.56075 -0.235 -0.238 0.046 0.22
H -2.24574 4.61623 2.47871 -0.036 0.108 -0.013 0.23
H -0.68960 3.95942 3.01011 0.043 0.050 0.052 0.22
H -2.10835 2.90943 2.92587 -0.026 0.057 0.034 0.23
H -2.96411 1.60631 1.27139 0.086 0.253 -0.125 0.43
H -5.25319 1.55638 0.35182 -0.042 0.000 -0.092 0.19
H -4.60404 2.47753 -1.02865 -0.077 -0.082 0.102 0.23
H -3.05946 0.55405 -1.51887 0.023 0.028 -0.012 0.20
H -5.19475 0.82549 -2.74246 -0.076 0.065 0.013 0.21
H -6.03358 -0.11919 -1.50856 -0.113 0.027 0.033 0.19
H -5.47759 -1.53512 -3.46221 0.053 0.003 -0.081 0.21
H -3.77087 -1.11569 -3.29732 0.036 0.004 -0.082 0.19
H -4.21147 -3.32219 -2.27457 -0.072 -0.054 0.021 0.21
H -5.45135 -2.61172 -1.23756 -0.068 -0.061 0.021 0.19
H -3.33543 -2.85096 0.01040 0.095 -0.022 -0.008 0.20
H -2.48409 -1.90195 -1.21542 0.090 -0.029 0.001 0.19
H -3.05933 -0.50245 0.73785 -0.041 0.006 0.075 0.22
H -4.76810 -0.90540 0.54557 -0.095 0.024 0.077 0.19
H 2.04865 1.78037 0.49964 0.018 -0.010 -0.021 0.27
H 4.79238 -0.55771 -0.22795 -0.025 0.180 0.006 0.43
H 6.59672 3.56891 -0.94385 -0.135 0.198 0.039 0.25
H 8.97759 2.51215 -1.70825 0.216 0.039 -0.074 0.23
H 8.62503 -0.17989 -1.51056 0.000 -0.168 0.005 0.21
H 3.22904 -4.32193 0.12496 0.093 0.081 0.068 0.19
H 4.93614 -3.94458 0.46962 -0.072 0.001 0.044 0.19
H 3.70549 -3.75183 1.74361 0.010 0.018 -0.060 0.18
```
Forces are in eV/Å.



Formula: C18H24BCl4F2N2O2PSi
Source: the Open Molecules 2025 dataset
Level of theory: ωB97M-V/def2-TZVPD

Charge: 0
Structure (SMILES): CCB(O)[C@@](C#N)([PH2]=O)[C@H](C#N)C(F)(F)CC[Si](C)(C)c1ccccc1.ClC(Cl)(Cl)Cl

```
55
Properties=species:S:1:pos:R:3:forces:R:3:nbo_charge:R:1
C 4.54185 1.77769 1.10563 0.027 0.222 -0.542 -0.59
C 4.84483 0.84150 -0.17461 0.438 0.848 -0.422 -0.85
B 3.49985 0.22385 -0.76968 0.141 0.902 0.179 1.19
O 2.58180 1.05963 -1.48913 1.524 -1.466 0.096 -0.95
C 3.01618 -1.34994 -0.59119 -0.078 -0.254 -1.952 -0.81
C 2.68822 -1.82091 -2.05770 -0.482 -0.099 3.175 0.26
N 2.22764 -2.39473 -2.94034 0.307 0.282 -0.572 -0.28
P 4.40900 -2.44251 0.04191 1.535 0.171 1.920 1.50
O 5.00408 -2.00492 1.35265 -0.849 -0.110 -1.275 -1.07
C 1.72296 -1.29693 0.33926 1.334 0.565 0.947 -0.36
C 2.18984 -0.61599 1.67970 -0.782 -1.362 -2.302 0.26
N 2.60207 -0.23075 2.67442 -0.092 0.432 0.296 -0.26
C 1.11959 -2.70581 0.73494 -1.314 -0.654 1.045 0.72
F 1.53993 -3.76714 -0.06697 -0.041 1.510 0.613 -0.34
F 1.60223 -2.99675 2.03568 -0.304 0.102 -1.755 -0.35
C -0.44223 -2.76431 0.83051 -0.630 -0.233 0.816 -0.47
C -1.13700 -1.39462 1.22966 -0.697 -0.440 0.072 -0.89
Si -2.05355 -0.54556 -0.25206 0.748 0.322 -0.285 1.64
C -1.16692 -0.99394 -1.91182 0.578 0.766 0.230 -1.13
C -3.87687 -1.05134 -0.39254 -0.165 -0.801 -0.622 -1.13
C -1.76845 1.33091 -0.01987 0.176 1.943 0.616 -0.48
C -1.49763 1.87753 1.34360 0.076 2.097 -2.145 -0.21
C -1.23100 3.32877 1.52830 -0.447 -1.517 -2.048 -0.21
C -1.23189 4.21166 0.34933 -0.433 -2.301 0.035 -0.22
C -1.51872 3.65894 -0.97814 0.049 -1.318 0.907 -0.21
C -1.78719 2.22507 -1.19785 0.639 1.265 3.080 -0.22
H 5.09919 2.75934 1.03406 -0.556 -1.157 -0.096 0.21
H 4.85901 1.29305 2.06181 -0.678 0.246 -0.898 0.24
H 3.44156 2.02256 1.06895 1.182 -0.160 0.560 0.21
H 5.67141 0.10686 0.00740 -0.862 0.613 0.129 0.25
H 5.23640 1.56160 -0.96432 -0.496 -0.857 0.680 0.24
H 2.79345 0.89919 -2.43493 -0.600 0.367 0.505 0.51
H 5.41913 -2.41409 -0.98676 -0.934 -0.012 -0.018 -0.06
H 4.03258 -3.81698 0.16750 -0.284 0.649 -0.701 -0.03
H 1.00208 -0.58327 -0.13738 0.382 -0.959 0.352 0.31
H -0.67830 -3.49654 1.66234 0.604 0.662 -0.983 0.25
H -0.93362 -3.21455 -0.08403 0.976 0.610 0.782 0.23
H -0.45574 -0.67172 1.75290 -0.525 -0.816 -0.460 0.25
H -1.96707 -1.64468 1.96317 1.032 0.313 -0.628 0.25
H -0.66133 -1.99433 -1.88457 -0.727 0.756 -0.354 0.24
H -1.86399 -0.85919 -2.78061 0.679 -0.459 0.678 0.25
H -0.33462 -0.23145 -2.04928 -0.882 -0.828 0.074 0.24
H -3.89029 -2.06531 -0.90848 -0.002 1.005 0.663 0.24
H -4.41911 -1.16414 0.58211 0.456 0.332 -0.950 0.25
H -4.42144 -0.36106 -1.10279 0.551 -0.703 0.974 0.25
H -1.46916 1.21344 2.24487 -0.093 0.678 -1.053 0.22
H -1.01694 3.69131 2.56853 -0.226 -0.203 -1.316 0.23
H -1.00267 5.29724 0.46530 -0.273 -1.104 -0.150 0.23
H -1.50494 4.32382 -1.87812 -0.009 -0.559 1.049 0.22
H -1.97366 1.81264 -2.21705 0.181 0.507 0.984 0.22
Cl -5.74958 1.80801 -0.33447 -0.270 0.058 0.099 0.06
C -7.34795 1.07452 -0.09557 0.018 0.078 -0.015 -0.22
Cl -8.34175 2.14280 0.91143 0.113 -0.120 -0.112 0.06
Cl -8.13330 0.84669 -1.66902 0.094 0.012 0.167 0.05
Cl -7.17386 -0.49617 0.70850 -0.113 0.180 -0.067 0.05
```
Forces are in eV/Å.



Formula: C3H7O3
Source: the Open Molecules 2025 dataset
Level of theory: ωB97M-V/def2-TZVPD

Charge: -1
ΔE to the lowest compared entry with this formula, charge and spin, kcal/mol: 16.4

```
13
Properties=species:S:1:pos:R:3:forces:R:3:nbo_charge:R:1
O 1.98269 0.91427 -0.62396 -0.544 0.074 0.427 -0.83
C 3.22553 1.03966 -0.57628 0.496 0.532 -0.991 0.64
O 3.90252 2.05212 -0.31939 -0.135 -0.402 0.283 -0.76
H 3.78944 0.14576 -0.96327 0.117 -0.090 0.346 -0.01
H 0.58285 0.02488 -0.61905 0.156 -0.204 -0.120 0.53
C -1.04048 -0.13731 0.46014 0.586 0.251 0.241 -0.05
O -0.25008 -0.51204 -0.63481 0.042 0.025 0.055 -0.78
C -2.34750 -0.86426 0.36181 -0.875 0.042 -0.106 -0.62
H -0.55388 -0.41857 1.42068 -0.104 0.238 -0.296 0.14
H -1.17871 0.95690 0.47664 -0.076 -0.177 0.020 0.15
H -3.14673 -0.41725 0.95079 -0.003 0.321 0.129 0.19
H -2.69928 -0.91739 -0.67142 0.135 0.083 0.009 0.21
H -2.26638 -1.86678 0.73812 0.207 -0.693 0.003 0.19
```
Forces are in eV/Å.



no.,energy (a.u.),LUMO level (eV),HOMO-LUMO gap (eV)
1,-415.9865,0.50,9.315
2,-401.6908,3.70,6.177
3,-454.1016,0.43,7.880
4,-1568.7611,0.43,8.805
5,-3656.4247,0.03,9.268
6,-344.2841,3.82,8.229